Entry 1:
A 11-piece molecular cluster, CH21O13 overall in a non-equilibrium geometry, computed with ωB97M-V with the def2-TZVPD basis set.

CARTESIAN COORDINATES (ANGSTROEM)
C -0.15873 -0.28053 -0.37744
O 0.37956 0.38442 0.48914
O -0.86142 0.09873 -1.38896
O 0.12197 -1.47921 -0.50857
H -1.01207 1.05438 -1.30756
O 1.60609 2.87520 0.67074
H 1.12892 1.94809 0.75945
H 2.13014 2.71206 -0.03682
O -3.76570 2.15117 -0.72459
H -3.34624 2.66275 -0.08327
H -3.44561 2.17365 -1.58602
O 1.47938 -3.49893 -1.18635
H 2.26531 -3.45730 -0.59337
H 0.91623 -2.79161 -0.88882
O 2.81792 0.25346 -0.62089
H 2.63184 0.02827 -1.48064
H 2.06927 -0.05208 -0.12122
O -2.73534 -2.25708 -0.10161
H -2.01529 -2.24512 -0.64077
H -3.24052 -2.85065 -0.52233
O -1.50385 0.75104 2.50525
H -2.42883 0.72458 2.17247
H -0.90332 0.57914 1.76207
O 1.22046 -1.87432 2.28385
H 0.40323 -2.21170 2.63969
H 1.11550 -1.75027 1.29710
O -0.38631 -1.17076 -3.73996
H -0.37874 -0.76773 -2.87739
H -0.33801 -2.14606 -3.71173
O 1.98457 0.23893 4.06085
H 2.41649 -0.43694 4.48249
H 1.79613 -0.10098 3.08644
O -0.38698 3.60705 -1.04762
H -0.15609 3.75501 -2.02670
H 0.58005 3.37333 -0.63691

Results
LUMO: 2.74 eV
max |F|: 5.288 eV Å⁻¹
total charge: -1
HOMO: -7.129 eV

---

Entry 2:
A 10-piece molecular cluster, CH22O10 overall in a non-equilibrium geometry, computed with ωB97M-V with the def2-TZVPD basis set.

CARTESIAN COORDINATES (ANGSTROEM)
C 2.24337 -2.22309 -2.58886
O 1.42229 -2.70349 -1.47564
H 3.25511 -2.23663 -2.09515
H 2.12784 -2.95736 -3.40836
H 1.79372 -1.31563 -2.81639
H 0.58230 -3.09905 -1.71939
O -1.11209 1.43924 2.32460
H -0.39559 1.50563 1.74391
H -1.41354 0.52482 2.42116
O 2.61890 1.99073 1.56337
H 2.75629 1.02670 1.66742
H 2.22261 2.22357 2.39408
O -2.08460 -4.25065 0.55359
H -2.01954 -3.49291 1.07453
H -2.98738 -4.05290 0.31604
O -1.26737 3.74563 -1.06073
H -1.37130 3.71016 -2.01178
H -0.34286 3.73632 -0.69692
O 0.15287 2.59391 -2.61926
H 0.90642 2.84518 -2.11985
H -0.10957 1.78130 -2.77874
O -2.95474 1.36521 -0.82604
H -3.40990 1.66602 0.03242
H -2.29262 2.04322 -1.05315
O 1.13303 0.18129 2.53602
H 1.38372 -0.21201 3.39368
H 0.99537 -0.36686 1.83606
O -2.05328 -1.24078 0.95067
H -2.29587 -0.58416 0.27012
H -1.57849 -1.98992 0.33457
O 2.19215 -1.18386 0.41892
H 2.65464 -0.89725 -0.36583
H 1.70115 -2.01754 0.19082

Results
LUMO: -0.03 eV
max |F|: 6.628 eV Å⁻¹
HOMO: -10.154 eV
SMILES string: CO.O.O.O.O.O.O.O.O.O

---

Entry 3:
A 12-piece molecular cluster, CH26N2O11 overall in a non-equilibrium geometry, computed with ωB97M-V with the def2-TZVPD basis set.

CARTESIAN COORDINATES (ANGSTROEM)
H 1.55805 2.82720 -2.12881
N 1.17137 2.82157 -1.19819
C 0.06325 3.39813 -0.96265
N -0.46641 3.47863 0.26811
H -0.58777 3.75358 -1.76492
H 0.11924 3.48633 1.08803
H -1.45316 3.62832 0.35757
O -0.46552 -1.02827 -3.68026
H -0.21002 -1.54760 -2.89045
H 0.15130 -0.28850 -3.68565
O -1.76965 -2.15018 3.15938
H -2.47562 -2.01181 2.49819
H -1.41169 -2.91077 2.67241
O 1.57045 -3.25573 0.73172
H 1.97505 -2.48209 0.32124
H 1.25015 -2.94408 1.59483
O -0.18190 -2.04401 -1.08652
H 0.42597 -2.70329 -0.68881
H 0.24087 -1.20074 -0.81314
O -2.37005 1.47903 -1.71595
H -2.53653 0.55974 -2.02075
H -1.61061 1.70527 -2.26966
O 1.04468 1.54188 2.51307
H 0.75641 0.92110 3.20040
H 0.99394 1.10874 1.64498
O -2.16509 -0.80747 0.93299
H -1.83590 -0.27134 1.66147
H -2.25782 -0.34725 0.09291
O 0.42662 0.44055 -0.02168
H -0.53957 0.44169 -0.00840
H 0.67976 1.30699 -0.41896
O -2.79115 -1.00933 -2.00797
H -2.66822 -1.72127 -1.36440
H -2.00699 -1.08280 -2.58591
O 1.73155 -1.31752 2.73302
H 2.36781 -1.37179 3.45369
H 2.20041 -0.88048 2.00792
O 3.68344 -0.23445 0.17829
H 4.28525 0.40602 0.57962
H 3.10808 0.30601 -0.37676

Results
LUMO: 0.07 eV
max |F|: 1.444 eV Å⁻¹
HOMO: -10.248 eV
SMILES string: [H]/N=C/N.O.O.O.O.O.O.O.O.O.O.O

---

Entry 4:
One molecule with the formula CH2Br2O3 in a non-equilibrium geometry, computed with ωB97M-V with the def2-TZVPD basis set.

CARTESIAN COORDINATES (ANGSTROEM)
O -0.32950 -0.08254 -0.70910
C 0.85099 0.10542 -0.08735
O 0.66319 0.53626 1.16978
Br 1.76649 -2.03024 0.26651
O 1.75656 0.77970 -0.83436
Br 3.36985 1.01285 -0.01755
H -0.39892 -0.03459 -1.73668
H -0.15502 0.37198 1.53011

Results
LUMO: -1.02 eV
max |F|: 4.479 eV Å⁻¹
HOMO: -9.432 eV
SMILES string: OC(O)(Br)OBr

---

Entry 5:
A 2-piece molecular cluster, CH2Br3N2 overall in a non-equilibrium geometry, computed with ωB97M-V with the def2-TZVPD basis set.

CARTESIAN COORDINATES (ANGSTROEM)
C 0.61893 0.43762 -0.48664
N -0.47575 1.02629 -0.38657
N 1.01392 -1.91004 -0.33761
Br 2.12010 1.17985 -1.09037
Br -2.22300 0.06300 0.16579
Br 2.68032 -2.06413 -0.73337
H -0.82723 1.84170 -0.99196
H 1.05695 -1.81967 0.63234

Results
LUMO (spin up / spin down): -6.62 / -7.14 eV
max |F|: 3.962 eV Å⁻¹
total charge: +1
HOMO (spin up / spin down): -14.453 / -14.262 eV

---

Entry 6:
One molecule with the formula CH2Br3PS in a non-equilibrium geometry, computed with ωB97M-V with the def2-TZVPD basis set.

CARTESIAN COORDINATES (ANGSTROEM)
S 2.34291 0.68201 1.18541
P 0.71119 0.55556 0.04177
Br 1.06391 0.12931 -2.21014
Br -0.54717 2.41216 -0.23766
C -0.49802 -0.72086 0.32426
Br -2.46013 -0.62888 -0.63722
H 0.05811 -1.63920 0.01928
H -0.67079 -0.79010 1.51431

Results
LUMO: -1.27 eV
max |F|: 3.315 eV Å⁻¹
HOMO: -9.897 eV
SMILES string: S=P(Br)(Br)CBr

---

We obtain relative energy (zero: lowest compared OMol25 entry of this formula, charge and spin) values of 2.442, 2.882, 0.000, 2.446, 4.103, 0.739 eV for the records listed above, in that order.